No. 1
{
  "formula": "C10H40F3N2O12",
  "method": "ωB97M-V/def2-TZVPD",
  "elements": ["C", "C", "O", "N", "C", "C", "C", "C", "C", "N", "C", "C", "C", "F", "F", "F", "H", "H", "H", "H", "H", "H", "H", "H", "H", "H", "H", "H", "H", "H", "H", "H", "H", "H", "O", "H", "H", "O", "H", "H", "O", "H", "H", "O", "H", "H", "O", "H", "H", "O", "H", "H", "O", "H", "H", "O", "H", "H", "O", "H", "H", "O", "H", "H", "O", "H", "H"],
  "positions_angstrom": [[2.34246, -2.07819, -0.06887], [3.60533, -1.75219, -0.79695], [3.83857, -2.30368, -1.87232], [4.54571, -0.88919, -0.27019], [4.18004, 0.17180, 0.68703], [3.44706, 1.38127, 0.08069], [2.21236, 1.84508, 0.89818], [0.89751, 1.18701, 0.47427], [-0.39314, 2.03222, 0.63397], [-0.18959, 3.45531, 0.27522], [-1.37738, 1.51929, -0.39109], [-1.79119, 0.07594, -0.13053], [-2.98530, -0.10300, 0.76449], [-2.69724, -0.19952, 2.08847], [-3.96800, 0.83179, 0.63108], [-3.63284, -1.31345, 0.47117], [1.52088, -1.65237, -0.63276], [2.28142, -1.70636, 0.94467], [2.20251, -3.15127, -0.05076], [5.05464, -0.48570, -1.04507], [3.61905, -0.22331, 1.52368], [5.11744, 0.53330, 1.09691], [3.18486, 1.19828, -0.95801], [4.14579, 2.21873, 0.06820], [2.17098, 2.92265, 0.80184], [2.43315, 1.58568, 1.93189], [1.00352, 0.78258, -0.55586], [0.78515, 0.30836, 1.11337], [0.31759, 3.90586, 1.01961], [0.38095, 3.54683, -0.58030], [-2.23201, 2.19034, -0.39544], [-0.94904, 1.57211, -1.42121], [-2.05692, -0.40555, -1.07234], [-0.98929, -0.51144, 0.29423], [6.83955, -3.28511, -0.86292], [6.18080, -2.62286, -0.61514], [7.07481, -3.05124, -1.76565], [-0.65333, -3.28008, -0.34921], [-0.86705, -3.73616, 0.46917], [-1.06433, -3.81099, -1.03887], [-5.44525, 3.48784, 0.54879], [-4.96539, 2.69680, 0.28004], [-6.18550, 3.15789, 1.06963], [4.21981, -0.37387, -4.20230], [5.01844, -0.69210, -4.62906], [4.09944, -0.96939, -3.45034], [-8.27409, 3.50352, 2.13538], [-7.90032, 3.74447, 2.98728], [-8.96126, 4.16039, 1.98108], [-4.67046, -3.79029, -1.14258], [-4.39575, -2.90166, -0.89167], [-5.32223, -4.03139, -0.47568], [9.58460, -2.32991, -0.43830], [10.10467, -3.10566, -0.65995], [8.70124, -2.68055, -0.24604], [6.79346, 1.88204, 2.02151], [7.32596, 1.38880, 2.65180], [7.01144, 2.80371, 2.18486], [-9.14756, 6.43954, 1.26633], [-8.87150, 7.04340, 0.57198], [-9.18399, 6.98023, 2.05987], [-5.08588, -3.39751, 1.89191], [-4.41814, -3.63990, 2.53747], [-4.84407, -2.50052, 1.63056], [-6.16490, -4.87439, -3.85973], [-5.77519, -4.50014, -3.05772], [-6.78314, -4.20414, -4.15977]],
  "forces_ev_per_angstrom": [[0.09, 0.06, 0.35], [0.33, -0.42, -0.36], [0.06, 0.34, 0.00], [-0.94, 0.29, 0.01], [0.33, 0.31, -0.14], [-0.12, 0.29, 0.43], [0.48, -0.61, -0.65], [-0.36, 0.14, 0.64], [0.26, 0.20, -0.27], [-0.03, -0.49, 0.02], [0.32, 0.28, 0.78], [-0.62, 0.09, -0.48], [-0.16, -0.08, 0.58], [-0.31, 0.16, -0.78], [0.57, -0.56, 0.12], [0.13, 0.34, 0.10], [-0.18, 0.08, -0.09], [0.06, 0.17, 0.13], [0.03, -0.19, -0.18], [0.40, -0.12, -0.06], [-0.16, -0.37, 0.00], [0.09, -0.10, 0.15], [-0.18, -0.13, -0.15], [0.20, 0.01, -0.10], [-0.20, 0.20, 0.11], [-0.11, 0.34, 0.34], [0.11, 0.21, -0.36], [-0.02, -0.34, -0.12], [0.07, 0.24, 0.01], [0.01, 0.12, -0.06], [-0.24, -0.05, -0.08], [0.08, -0.16, -0.17], [-0.12, -0.12, -0.05], [0.17, -0.11, 0.14], [0.25, 0.10, 0.16], [-0.19, -0.02, 0.03], [-0.10, -0.04, -0.09], [0.05, -0.07, -0.02], [-0.07, 0.01, 0.04], [-0.06, 0.04, -0.01], [-0.09, -0.08, -0.04], [0.12, 0.12, 0.08], [-0.14, 0.10, -0.05], [0.08, 0.12, 0.03], [0.04, -0.02, -0.05], [-0.14, -0.24, 0.11], [-0.07, -0.17, 0.16], [0.08, 0.00, 0.02], [0.14, 0.15, -0.24], [-0.22, -0.08, -0.33], [0.10, 0.02, 0.01], [0.15, 0.00, 0.23], [0.02, 0.00, 0.08], [0.05, -0.04, 0.00], [-0.11, 0.02, -0.13], [0.06, 0.03, 0.02], [0.02, -0.05, 0.00], [-0.03, 0.05, -0.02], [-0.18, -0.02, 0.14], [0.10, -0.07, -0.09], [0.02, 0.04, 0.03], [-0.18, 0.03, -0.02], [0.06, -0.04, 0.03], [0.07, 0.02, 0.01], [-0.02, -0.01, 0.10], [0.17, 0.03, 0.04], [-0.02, 0.05, -0.03]],
  "mulliken_charge": [-1.13, 0.71, -0.74, -0.08, -0.87, -0.76, -0.85, -0.78, -0.28, -0.62, -0.86, -0.30, 0.87, -0.23, -0.24, -0.27, 0.09, 0.33, 0.48, 0.35, 0.55, 0.07, 0.53, 0.40, 0.50, 0.28, 0.09, 0.37, 0.36, 0.23, 0.09, 0.51, 0.23, -0.03, -0.75, 0.41, 0.33, -0.57, 0.28, 0.27, -0.67, 0.40, 0.31, -0.65, 0.29, 0.39, -0.63, 0.31, 0.30, -0.67, 0.34, 0.32, -0.65, 0.30, 0.37, -0.60, 0.29, 0.29, -0.61, 0.31, 0.31, -0.66, 0.30, 0.36, -0.65, 0.35, 0.30],
  "homo_lumo_gap_ev": 3.9,
  "total_charge": -1
}

---

No. 2
{
  "formula": "C10H40N14O10",
  "method": "ωB97M-V/def2-TZVPD",
  "elements": ["C", "O", "H", "H", "H", "H", "C", "O", "H", "H", "H", "H", "C", "O", "H", "H", "H", "H", "C", "O", "N", "N", "H", "H", "H", "H", "C", "O", "N", "N", "H", "H", "H", "H", "C", "O", "N", "N", "H", "H", "H", "H", "C", "O", "N", "N", "H", "H", "H", "H", "C", "O", "N", "N", "H", "H", "H", "H", "C", "O", "N", "N", "H", "H", "H", "H", "C", "O", "N", "N", "H", "H", "H", "H"],
  "positions_angstrom": [[1.01929, 0.59279, 0.08584], [1.85000, -0.34848, -0.51908], [0.38706, 0.89288, -0.74982], [0.52394, 0.27162, 1.00212], [1.61460, 1.48887, 0.26117], [2.18134, 0.10220, -1.29928], [0.11094, 4.11155, 5.75544], [0.26984, 3.08713, 4.79570], [0.10300, 5.11462, 5.32895], [-0.65675, 3.84630, 6.48234], [0.94151, 4.32120, 6.42945], [1.20178, 3.18913, 4.58905], [2.66630, 3.33242, -4.31252], [1.96377, 2.14116, -4.69341], [2.11119, 3.60617, -3.41529], [3.74454, 3.25443, -4.17311], [2.64460, 4.13546, -5.04923], [2.57006, 1.50799, -5.08471], [-3.90127, 2.98432, -2.56364], [-4.13422, 2.22683, -1.68586], [-3.81277, 4.28447, -2.40224], [-3.74781, 2.65268, -3.81316], [-3.72301, 4.63469, -1.45916], [-3.49443, 4.73016, -3.25084], [-3.90442, 1.66955, -3.98352], [-3.24956, 3.35885, -4.33583], [4.24807, -6.62413, -0.11895], [4.92273, -6.66468, -1.15549], [3.51629, -5.57550, 0.16498], [4.12763, -7.57918, 0.65414], [3.75997, -4.71531, -0.30490], [2.64216, -5.57061, 0.67090], [4.49460, -8.50942, 0.51234], [3.52493, -7.49513, 1.46024], [-4.09347, 0.83945, 5.19898], [-5.26424, 0.71641, 5.24411], [-3.42509, 1.06017, 4.07537], [-3.29872, 0.54105, 6.13705], [-2.49774, 1.45940, 4.10266], [-4.01244, 1.04987, 3.25378], [-2.34257, 0.81460, 5.96082], [-3.55486, 0.19733, 7.05156], [3.76444, -3.14078, -4.76782], [3.44825, -2.21321, -5.51677], [3.32198, -4.32264, -4.79407], [4.70528, -3.18992, -3.91144], [3.45892, -4.90972, -3.98370], [2.49414, -4.53411, -5.33264], [5.08089, -4.05470, -3.54930], [5.18977, -2.31246, -3.78722], [0.28590, 7.64529, 0.45508], [1.11681, 8.55693, 0.47455], [0.44484, 6.48067, 0.99616], [-0.90146, 7.85651, 0.00208], [1.37601, 6.23532, 1.30082], [-0.37765, 5.91251, 1.14032], [-1.05743, 8.77205, -0.39488], [-1.69367, 7.36520, 0.39081], [-2.23443, -3.09701, -3.04636], [-3.02962, -2.78153, -3.95712], [-2.11366, -2.42136, -1.96692], [-1.31427, -4.01261, -3.19962], [-1.34292, -2.49542, -1.31840], [-2.68968, -1.62161, -1.74621], [-1.08793, -4.35121, -4.12386], [-0.66676, -4.25392, -2.46299], [-1.50530, -4.07997, 3.18962], [-0.91510, -4.56692, 2.23040], [-0.96879, -3.12475, 3.87938], [-2.77540, -4.15369, 3.45958], [0.03030, -3.00835, 3.78780], [-1.57785, -2.64984, 4.53022], [-3.14872, -4.01195, 4.38729], [-3.34366, -4.65016, 2.78826]],
  "forces_ev_per_angstrom": [[0.09, 1.51, -1.20], [0.93, -1.40, 0.24], [-1.25, 0.24, 0.73], [0.04, -0.30, -0.39], [-0.02, 0.26, 0.73], [0.19, -0.34, -0.16], [0.24, 0.86, 1.21], [0.60, 0.37, 0.42], [-1.28, 0.02, -0.45], [-0.59, 0.37, -0.63], [0.86, -1.05, 0.05], [0.10, -0.61, -0.60], [-0.52, -0.14, -0.01], [0.64, 0.25, -0.21], [0.62, 0.61, 0.10], [-0.02, -0.72, 0.60], [-0.75, 0.00, -0.29], [0.02, -0.04, -0.16], [-0.29, 0.15, 0.73], [-0.82, -2.60, 2.94], [0.37, 3.06, 0.39], [0.25, -1.04, -2.73], [0.15, 0.26, -0.54], [-0.06, 1.13, 1.03], [0.58, 0.30, -0.81], [-0.13, -1.31, -0.98], [1.68, 2.86, -6.31], [0.68, 0.24, 0.00], [-1.83, 3.98, 0.70], [-1.13, -6.89, 6.02], [-0.23, -0.31, -0.05], [0.36, -0.19, 0.07], [0.13, 0.50, -0.45], [0.24, -0.05, -0.06], [-1.15, -0.47, -2.31], [-4.39, -0.13, 0.14], [0.80, 1.06, -3.05], [4.80, -0.85, 5.44], [-0.30, -0.09, -0.59], [0.52, 0.54, -0.07], [0.03, -0.51, 0.76], [-0.22, 0.46, -0.34], [-0.65, 3.45, -3.25], [-0.02, 0.10, 0.67], [-5.18, -6.99, -1.50], [5.46, 3.26, 4.33], [-0.23, -0.06, -0.37], [0.18, 0.05, -0.04], [0.09, 0.55, -0.05], [0.40, -0.42, 0.32], [2.90, 3.62, 1.05], [0.66, -0.64, -0.56], [0.99, -3.50, 1.51], [-4.75, 1.05, -2.16], [-0.50, -0.16, 0.21], [0.75, -0.38, 0.03], [-0.14, -0.18, 0.30], [0.07, 0.17, -0.37], [-2.10, 1.35, -4.81], [0.40, -0.70, 0.98], [0.00, 3.21, 5.38], [2.60, -3.28, -0.67], [-0.05, -0.38, -0.34], [-0.27, -0.36, -0.55], [-0.40, 0.09, 0.27], [-0.20, 0.13, -0.21], [1.65, 0.16, -3.24], [-0.18, -1.14, -0.06], [2.43, 2.37, 2.73], [-4.50, -1.90, 0.03], [-0.33, 0.34, 0.42], [0.92, 0.36, 0.02], [0.06, -0.03, -0.36], [-0.02, -0.12, 0.39]],
  "mulliken_charge": [-0.54, -0.48, 0.23, 0.23, 0.26, 0.30, -0.65, -0.43, 0.29, 0.23, 0.30, 0.27, -0.50, -0.50, 0.18, 0.26, 0.26, 0.30, 0.64, -0.63, -0.38, -0.41, 0.21, 0.15, 0.24, 0.18, 0.64, -0.69, -0.37, -0.33, 0.17, 0.18, 0.23, 0.17, 0.67, -0.63, -0.38, -0.34, 0.16, 0.19, 0.13, 0.20, 0.67, -0.70, -0.41, -0.38, 0.17, 0.23, 0.20, 0.21, 0.65, -0.67, -0.36, -0.41, 0.20, 0.17, 0.23, 0.19, 0.68, -0.71, -0.33, -0.39, 0.16, 0.21, 0.21, 0.18, 0.66, -0.67, -0.37, -0.41, 0.21, 0.16, 0.20, 0.21],
  "homo_lumo_gap_ev": 8.9,
  "e_above_lowest_kcal_mol": 207.1,
  "smiles": "NC(N)=O.NC(N)=O.NC(N)=O.NC(N)=O.NC(N)=O.NC(N)=O.NC(N)=O.CO.CO.CO",
  "total_charge": 0
}

---

No. 3
{
  "formula": "C10H44F6O12P",
  "method": "ωB97M-V/def2-TZVPD",
  "elements": ["P", "F", "F", "F", "F", "F", "F", "C", "C", "O", "H", "H", "H", "H", "H", "H", "C", "C", "O", "H", "H", "H", "H", "H", "H", "C", "C", "O", "H", "H", "H", "H", "H", "H", "C", "C", "O", "H", "H", "H", "H", "H", "H", "C", "C", "O", "H", "H", "H", "H", "H", "H", "O", "H", "H", "O", "H", "H", "O", "H", "H", "O", "H", "H", "O", "H", "H", "O", "H", "H", "O", "H", "H"],
  "positions_angstrom": [[-9.96323, -24.98551, 6.97633], [-11.59442, -25.03032, 6.90919], [-9.92014, -26.56049, 7.21675], [-9.91205, -25.27770, 5.36405], [-8.37064, -24.97678, 6.84731], [-10.06340, -23.39993, 6.54543], [-9.88868, -24.64207, 8.60457], [-9.03526, -20.28832, 4.96169], [-9.76782, -19.69696, 6.04948], [-11.14888, -19.92180, 5.87266], [-9.26302, -21.35245, 5.02378], [-7.97568, -20.28299, 5.21737], [-9.32820, -19.75869, 4.05517], [-9.60452, -18.62173, 5.97654], [-9.45442, -19.94819, 7.06277], [-11.65258, -19.19379, 6.24399], [-10.84264, -21.39981, 9.64691], [-12.27089, -21.90876, 9.55607], [-13.09727, -21.16661, 10.44060], [-10.86603, -20.34531, 9.37199], [-10.31321, -21.88893, 8.82925], [-10.24634, -21.46810, 10.55678], [-12.21323, -22.96719, 9.81005], [-12.62941, -21.79025, 8.53357], [-13.04330, -20.22528, 10.26009], [-10.41286, -31.10401, 5.44841], [-10.66829, -29.78562, 6.25651], [-10.31682, -28.60507, 5.50140], [-10.51697, -31.98125, 6.08694], [-9.38012, -30.91407, 5.15606], [-11.09691, -31.03484, 4.60260], [-10.11912, -29.81130, 7.19771], [-11.70097, -29.57046, 6.53106], [-10.23912, -27.95722, 6.20557], [-14.01242, -27.60956, 7.76033], [-14.69358, -28.78442, 7.13138], [-15.27226, -28.26920, 5.97563], [-14.78765, -26.85128, 7.87041], [-13.27590, -27.17923, 7.08176], [-13.54762, -27.73749, 8.73793], [-15.40851, -29.25270, 7.80790], [-13.95043, -29.55767, 6.93665], [-15.71303, -28.92488, 5.43027], [-5.81387, -27.47837, 9.41756], [-6.66324, -26.56589, 8.66482], [-6.01728, -25.83165, 7.71682], [-5.46794, -27.08538, 10.37359], [-4.99305, -27.84248, 8.79967], [-6.37945, -28.36228, 9.71238], [-6.99332, -25.78381, 9.34857], [-7.51067, -26.98700, 8.12387], [-6.68387, -25.35528, 7.21649], [-9.18061, -24.32704, 11.45232], [-9.51768, -24.55991, 10.58723], [-9.47066, -25.03906, 12.02253], [-8.23382, -23.48214, 4.20451], [-8.60221, -24.30670, 4.52171], [-7.64996, -23.19442, 4.90633], [-8.46899, -27.15689, 3.77676], [-9.12801, -27.41439, 4.42145], [-7.64306, -27.48236, 4.13474], [-11.69338, -24.66162, 3.40487], [-11.43972, -25.13443, 4.19756], [-11.58553, -25.29998, 2.69982], [-9.82564, -28.15339, 9.53826], [-9.76127, -27.21840, 9.34366], [-10.44506, -28.20493, 10.26619], [-11.97174, -22.35043, 5.04270], [-11.31502, -21.65846, 5.12094], [-11.94031, -22.80728, 5.88326], [-14.08169, -24.01123, 7.45357], [-13.27850, -24.47358, 7.69306], [-14.64911, -24.10369, 8.21888]],
  "forces_ev_per_angstrom": [[-0.68, 2.11, -2.42], [0.72, -0.25, 0.90], [-0.15, -0.40, 1.18], [-0.80, -0.75, 0.13], [0.63, 0.60, 1.05], [0.64, -0.83, 1.77], [-0.40, -0.52, -1.58], [0.86, -1.72, -0.04], [-0.74, 2.71, 1.67], [-0.42, 0.04, 0.06], [-0.14, -0.20, -1.06], [0.22, 0.49, -0.51], [0.42, -0.61, -0.27], [0.05, 0.50, 0.26], [0.13, -0.59, 0.03], [-0.01, -0.12, 0.03], [0.25, 0.46, -1.35], [1.17, 0.79, 0.44], [-0.81, -0.73, 0.70], [0.12, 0.30, -0.04], [0.39, -0.06, 0.05], [-0.57, -0.47, 0.23], [-0.83, 0.03, 0.30], [0.05, -0.25, -0.10], [0.25, -0.11, -0.29], [-0.20, 2.68, 0.76], [-0.42, -0.11, -0.05], [0.37, -1.10, 0.25], [-0.10, 0.04, -0.27], [0.03, -0.72, -0.43], [0.24, -0.65, -0.13], [0.29, 0.01, 0.01], [-0.37, -0.83, 0.07], [0.02, 0.54, -0.22], [-0.17, 1.04, 0.26], [0.83, -0.69, 0.65], [-0.58, 0.33, -0.90], [0.06, 0.24, 0.11], [0.06, -0.13, -0.04], [-0.04, -0.48, -0.04], [-0.40, 0.12, 0.12], [0.12, -0.24, -0.39], [0.12, -0.23, 0.21], [0.72, -1.90, 0.70], [-2.28, 1.68, 0.39], [2.67, 0.92, -2.09], [0.38, 0.32, -0.28], [0.21, 0.09, 0.11], [-0.16, -0.13, -0.10], [-1.04, -0.37, 0.67], [-0.30, -0.79, 0.74], [0.15, 0.00, 0.03], [0.11, 0.13, 0.28], [-0.04, 0.05, -0.47], [-0.03, -0.14, 0.17], [0.49, 0.48, -0.45], [-0.29, -0.29, -0.06], [0.10, 0.01, 0.17], [0.32, 0.21, -0.50], [-0.32, -0.27, 0.16], [0.17, -0.04, 0.09], [-0.40, 0.05, -0.53], [0.16, 0.07, 0.23], [0.09, -0.21, -0.14], [0.08, -0.34, 0.13], [0.07, 0.33, -0.28], [-0.15, -0.07, 0.17], [-0.61, -0.10, -0.38], [-0.17, 0.06, 0.08], [-0.03, -0.09, 0.02], [-0.32, 0.18, -0.02], [0.35, -0.15, -0.13], [-0.18, 0.05, 0.17]],
  "mulliken_charge": [1.09, -0.44, -0.32, -0.36, -0.19, -0.10, -0.19, -0.70, -0.19, -0.54, -0.06, 0.35, 0.29, 0.46, 0.16, 0.26, -0.66, 0.11, -0.60, 0.37, -0.10, 0.28, 0.09, 0.24, 0.32, -1.21, 0.23, -0.58, 0.37, 0.29, 0.31, 0.26, -0.12, 0.26, -0.76, -0.24, -0.52, 0.31, 0.01, 0.44, 0.31, 0.16, 0.29, -1.26, 0.98, -0.69, 0.30, 0.34, 0.33, 0.04, -0.46, 0.50, -0.63, 0.37, 0.32, -0.66, 0.34, 0.30, -0.59, 0.33, 0.30, -0.62, 0.24, 0.27, -0.60, 0.22, 0.25, -0.69, 0.29, 0.16, -0.59, 0.23, 0.30],
  "homo_lumo_gap_ev": 9.0,
  "e_above_lowest_kcal_mol": 0.0,
  "total_charge": -1
}